Record 1
The following is a DFT calculation (ωB97M-V/def2-TZVPD) of a molecular structure, C48H48KN11O3PS4 in a non-equilibrium geometry.

CARTESIAN COORDINATES (ANGSTROEM)
H: -4.192115 0.004216 -2.511844
H: 0.165967 4.220475 4.097984
C: -2.754963 -4.289373 -5.237842
N: -3.728525 0.598727 -3.188488
C: 2.800710 4.463634 0.481761
C: -1.974871 -4.736412 -4.180810
H: 2.990393 -5.859346 2.317671
H: -4.060887 3.652124 0.247531
C: 4.901305 5.610964 0.600608
N: 3.672303 2.120063 1.978702
C: -0.187885 3.334846 3.584908
H: -3.085178 -4.948002 -6.030975
H: 0.609675 -3.704584 -6.529558
H: 4.692932 8.271882 2.497050
H: -1.294120 -1.299659 4.767663
C: -0.170634 -3.622089 2.119460
C: 4.116595 4.599849 0.074923
C: -3.801647 2.908662 1.007849
H: 5.936063 5.719459 0.288463
H: 5.447879 2.071563 2.993454
H: 1.225186 5.222730 1.698101
H: 3.849366 1.467487 -2.818164
C: -1.462319 2.283670 1.864893
C: 1.594552 -3.242068 -4.675412
H: 4.025303 -0.240487 -3.366638
C: -2.691331 -2.854421 0.888655
C: 3.047238 6.353547 1.941096
H: -4.742222 -1.737746 -5.823808
N: -2.681279 -2.138219 -4.233784
C: 0.236339 2.076982 3.983822
C: -3.745988 -1.966785 0.667152
N: -2.103660 1.793135 -0.367712
N: -1.541740 -3.963670 -3.203939
C: -1.894962 -2.643887 -3.237060
C: 1.885194 -2.255837 -3.746213
N: -1.059650 1.072720 2.247102
H: 5.983842 7.753176 1.568468
H: 2.631583 7.044712 2.668770
C: -3.453147 -3.643058 3.653455
C: -3.091506 -2.943427 -5.208781
H: -4.570789 2.125530 0.996176
C: 2.263051 5.343311 1.407958
C: 1.999271 -4.289260 1.255073
P: -1.427069 -2.289905 2.092767
C: 2.104418 -5.237239 2.259381
H: 1.916721 -4.260846 -4.497337
H: 1.162862 -6.151058 3.964473
H: 3.313865 0.999193 -4.467112
H: -1.854589 -4.762011 0.380552
C: -2.421925 -2.703854 3.608072
H: 2.800917 -4.158537 0.535605
C: -3.931986 -2.307307 -6.281679
H: -3.732517 -1.001469 1.168055
C: 0.427072 -1.628860 -6.025244
S: 1.806375 0.313504 -2.735145
S: 1.766960 3.156409 -0.133571
C: -0.041350 -4.586953 3.114124
C: -2.786124 1.401527 -2.638200
C: -1.060509 3.444020 2.515787
H: -3.358395 0.026064 -3.938512
H: -4.300611 -3.444638 6.934070
N: -3.064698 1.728735 -1.323598
C: -4.766069 -3.530866 -0.845104
H: 0.078174 -0.027820 3.537943
C: 4.376168 6.496662 1.542575
H: -0.814404 -4.689852 3.866511
H: 5.078320 -0.251472 3.913294
C: -3.775447 -3.238914 6.008767
H: -1.398802 4.412272 2.162638
C: 4.545570 1.507072 2.761787
S: -1.367226 -1.619957 -1.974633
H: -1.686787 -5.785547 -4.122601
H: -0.137057 -2.464589 -0.358385
H: 0.357980 0.375791 -5.240445
N: 0.745498 -2.503187 0.174821
H: -3.326289 -1.600516 -6.853623
H: 2.946283 -1.405033 3.199519
H: -0.172977 -1.389026 -6.896377
C: -2.438756 2.319911 0.742147
H: 1.533460 -2.375199 -0.444811
N: 5.188434 7.482465 2.120646
H: -4.349739 -3.050061 -6.963190
H: 2.432522 -2.486902 -2.839084
H: -3.738564 -4.174197 2.754221
H: -4.913916 -4.648134 4.860540
C: 0.861264 -3.480304 1.151962
H: -3.703606 -5.368746 -1.141948
O: 0.484831 3.767162 -0.388798
C: 1.454949 -0.958794 -3.969147
O: 2.111736 -0.432979 -1.473426
C: 0.865625 -2.929050 -5.817608
C: 0.721001 -0.636270 -5.099774
C: 1.081393 -5.402714 3.184554
H: -5.566334 -3.791609 -1.528080
C: 3.431710 0.670820 -3.433371
C: 3.177024 -0.388168 2.882432
C: -0.227981 0.978471 3.278954
H: -5.593352 -1.605986 -0.365629
H: 4.514437 3.897120 -0.647767
C: -4.779005 -2.302829 -0.191753
C: -3.720774 -4.416779 -0.625998
C: -2.088872 -2.037206 4.789125
K: 0.317565 0.320664 -0.100838
C: -4.120690 -3.909880 4.842350
N: 2.266918 0.192583 2.116210
O: 2.457313 2.595727 -1.283923
H: -4.031392 1.709053 -1.040627
C: -2.685984 -4.079915 0.237679
H: -3.828811 3.379023 1.988792
S: -1.499264 2.045688 -3.442579
N: 1.533595 2.049390 0.979557
C: 4.356121 0.230994 3.270800
C: 2.530771 1.452531 1.680451
H: -2.481963 -1.765073 6.882259
H: 0.927805 1.951239 4.807600
C: -2.755383 -2.299403 5.979919

Forces on atoms 1 to 6 (eV/Å):
0.1 -0.1 0.0
0.0 0.0 0.0
0.0 0.0 -0.1
-0.2 -0.1 0.1
-0.1 0.0 0.0
0.1 0.1 0.1

Relative energy (zero: lowest compared OMol25 entry of this formula, charge and spin) ... 48.0 kJ/mol
E_tot ... -142047.008 eV
Charge ... -1

Mulliken population analysis, charges in e, atoms 1 to 99: 0.31, 0.39, -0.89, -0.53, -0.82, -0.38, 0.36, 0.38, -0.80, -0.39, -0.20, 0.36, 0.39, 0.22, 0.29, 0.04, -0.35, -1.94, 0.27, 0.46, 0.43, 0.23, 1.57, -0.81, 0.34, -0.19, -0.87, 0.25, 0.14, -1.22, -0.29, 0.52, -0.32, -0.96, -0.23, 0.35, 0.22, 0.27, -0.24, 0.85, 0.39, -0.48, -0.66, 1.95, -0.66, 0.37, 0.39, 0.39, 0.21, -0.28, 0.46, -1.43, 0.22, -0.71, 1.11, 1.41, -0.63, 0.14, -0.87, 0.24, 0.36, -0.38, -0.54, 0.56, 1.16, 0.35, 0.40, -0.50, 0.44, -0.52, 0.21, 0.44, -1.23, 0.32, 0.83, 0.24, 0.42, 0.41, -0.66, -0.12, -0.60, 0.44, 0.31, 0.38, 0.40, 0.07, 0.39, -0.77, 0.06, -0.66, -0.37, -0.19, -0.77, 0.36, -1.13, -0.13, -0.40, 0.41, 0.46

Record 2
The following is a DFT calculation (ωB97M-V/def2-TZVPD) of 7 unconnected molecules or ions with the total composition C48H49F6INOS.

CARTESIAN COORDINATES (ANGSTROEM)
C: 3.878379 3.141938 -5.410385
H: 2.247313 10.459740 -8.734244
H: 2.195609 3.655472 -4.179809
H: 2.693638 -5.380994 12.623619
H: 4.463926 2.745290 -4.590120
C: 0.790648 8.018895 -10.571652
H: -0.287040 -3.799850 9.010340
H: -1.004005 -3.619001 11.385234
H: -1.717705 -4.417165 -2.918288
C: -1.248290 -6.868957 6.010158
H: 3.190233 4.326334 -2.330075
C: -3.377234 -0.221924 3.994375
C: -1.121633 -2.158165 0.370163
C: 1.374820 -2.089785 0.678260
F: 0.065256 6.834109 -7.236662
H: -1.133094 -3.165978 0.748079
C: -3.475643 -1.970854 -5.340077
C: 0.351175 -4.143551 9.813807
C: -0.039881 -4.043833 11.141213
H: 1.797196 -0.723506 2.246566
H: -0.188750 -2.402173 2.944623
C: 1.865495 4.167395 -6.234464
C: 2.775668 3.764406 -1.497880
C: -2.311094 -0.312608 -0.503880
H: -0.231551 6.304903 -9.747863
C: -3.068783 -4.225118 -4.567093
H: -3.219551 -7.153132 5.212271
C: -1.122021 0.393980 -0.578559
H: 2.334961 1.421948 -3.431851
H: -3.252009 -1.277769 4.192726
H: 1.372173 -0.256375 -2.263633
H: 2.802382 -2.141249 2.272852
C: -2.313005 -1.612938 -0.032561
H: 1.204987 -3.336078 3.571052
C: -3.036941 1.701352 2.590000
H: -3.820992 3.555644 3.333550
H: 2.136686 -1.636033 0.061592
C: 1.582030 -4.696449 9.526333
C: 2.525556 1.584229 -2.371150
F: -4.513914 0.041210 6.028193
C: 0.309932 7.219615 -9.544485
H: 0.493358 -4.405509 13.185909
H: -3.215941 -2.195368 0.045113
H: 0.677338 -6.279407 6.752712
H: 1.369046 9.039038 -6.891474
H: 5.393659 2.737258 -6.894822
C: -4.200483 1.939208 4.682606
F: 4.164105 3.657986 -8.966876
C: 2.433339 -5.148938 10.512454
C: 2.390130 4.174352 -7.517760
H: 2.224311 4.423619 -0.835476
C: -1.651651 -4.191468 5.508398
C: 0.532687 7.610655 -8.240206
C: -0.455219 -4.601198 6.059425
H: -4.722150 2.540752 5.414479
H: 2.906677 -0.286027 -1.425111
C: -2.653093 -5.090090 5.200101
C: -0.253846 -5.950093 6.315346
C: -1.994288 -2.365002 -3.487708
C: 3.653584 3.656282 -7.724282
C: 0.801064 -4.487711 12.152379
C: 4.408972 3.136447 -6.692001
H: -3.232011 0.144571 -0.818683
H: 3.606658 1.657060 -2.290444
C: 1.318254 0.610456 -0.284514
H: -3.973208 -1.307294 -6.034167
C: 1.218690 8.765690 -7.927319
H: -2.366832 -0.281945 2.120443
F: 1.966858 -4.800359 8.231437
F: -4.507057 -3.806846 -6.371381
C: 2.607726 3.653920 -5.178458
C: 2.036008 -5.037486 11.836915
H: -1.292726 2.772100 -0.180533
C: -3.683515 -3.334165 -5.425864
O: 1.868445 2.774011 -1.995380
H: 1.117540 1.659646 -0.131816
H: 1.862879 9.802544 -11.085667
H: -1.092198 -7.920865 6.207283
H: 1.956370 0.293348 0.524719
H: -3.583141 -4.735436 4.774050
S: -1.174178 2.021361 -1.288399
H: 1.831787 4.577375 -8.352304
I: 1.454721 -4.168641 0.218103
C: -2.625506 -1.486057 -4.358255
C: -4.030322 0.585379 4.903490
C: 1.779885 -1.807543 2.131378
H: -2.455940 -0.419963 -4.275001
C: -3.697046 2.497119 3.517161
C: -2.213946 -3.731843 -3.593420
H: -2.650452 2.142194 1.679978
H: 0.310725 -3.869528 6.283489
C: 0.862284 -2.371050 3.215206
H: 3.577414 3.315873 -0.914487
H: -1.325325 -1.982545 -2.726327
H: 0.619740 7.730700 -11.599857
N: 0.055144 -0.172808 -0.180507
C: -2.444326 -6.438169 5.451775
H: 0.875818 4.566665 -6.059915
H: 0.930057 -1.712974 4.078276
H: -3.260460 -5.284925 -4.665635
C: 1.487407 9.183793 -10.282085
H: 3.388383 -5.580511 10.244056
C: 1.701636 9.554139 -8.961524
C: 0.068479 -1.450986 0.282013
C: -2.876471 0.343741 2.832537
C: 2.031792 0.324606 -1.624077
F: -1.826565 -2.872111 5.250229

Forces on atoms 1 to 6 (eV/Å):
-0.1 0.1 0.0
0.0 0.0 0.0
-0.1 0.0 0.0
0.0 0.0 0.0
0.0 0.0 0.0
0.1 0.1 0.1

E_tot ... -89342.049 eV
Charge ... +1

Mulliken population analysis, charges in e, atoms 1 to 99: -0.17, 0.36, 0.39, 0.36, 0.33, -0.37, 0.41, 0.36, 0.39, -0.65, 0.38, -0.76, -0.25, -1.43, -0.33, 0.51, -0.47, -0.21, -0.42, 0.25, 0.22, -0.78, -0.98, -0.41, 0.44, -0.39, 0.38, 0.25, 0.39, 0.52, 0.28, 0.59, -1.16, 0.45, -0.40, 0.40, 0.37, 0.44, -0.80, -0.30, -0.30, 0.38, 0.53, 0.43, 0.42, 0.44, -0.56, -0.32, -0.52, -0.38, 0.25, 0.37, 0.38, -0.39, 0.45, 0.43, -0.47, -0.59, -0.23, 0.28, -0.55, -0.56, 0.48, 0.50, -1.42, 0.43, -0.49, 0.62, -0.31, -0.31, -0.10, -0.34, 0.18, 0.22, -0.12, 0.90, 0.38, 0.39, 0.11, 0.45, -0.09, 0.47, 0.19, -0.47, 0.21, -0.39, 0.42, -0.42, -0.59, 0.16, 0.70, -1.26, 0.40, 0.58, 0.36, 0.15, -0.40, 0.40, 0.39

| no. | HOMO-LUMO gap (eV) |
| --- | --- |
| 1 | 6.56 |
| 2 | 6.59 |